Model a:
DFT (ωB97M-V/def2-TZVPD) results for a gas-phase ion, C4H10NO2 (charge -1).

The net charge is -1. The HOMO energy is -3.12 eV. Its structure (SMILES) is C[C@H]([O-])CNCO. As for the spin multiplicity: 1. The LUMO energy comes out at 4.309 eV.

```
17
Properties=species:S:1:pos:R:3:nbo_charge:R:1
C -0.40 1.11 -0.33 -0.245
C -0.49 0.33 1.03 0.126
C -1.07 1.20 2.17 -0.648
O 0.70 -0.23 1.34 -0.944
N -0.32 0.20 -1.52 -0.673
C 0.18 -1.20 -1.58 0.099
O 1.44 -1.53 -1.11 -0.800
H 0.54 1.67 -0.29 0.166
H -1.24 1.74 -0.59 0.159
H -1.33 -0.36 0.71 0.069
H -0.35 1.28 2.94 0.216
H -1.55 2.07 1.76 0.180
H -1.94 0.71 2.59 0.180
H 1.34 -1.08 -0.14 0.524
H 0.33 0.62 -2.19 0.329
H 0.12 -1.44 -2.61 0.138
H -0.59 -1.79 -1.05 0.124
```

***

Model b:
DFT (ωB97M-V/def2-TZVPD) results for a gas-phase ion, C4H10NO2 (charge -1).

The net charge is -1. The HOMO energy is -2.43 eV. Its structure (SMILES) is [O-]CCCNCO. As for the spin multiplicity: 1. The LUMO energy comes out at 4.000 eV.

```
17
Properties=species:S:1:pos:R:3:nbo_charge:R:1
C -0.26 -0.32 0.70 -0.265
C -0.87 1.12 0.76 -0.445
C -1.73 1.28 -0.56 -0.016
O -2.10 0.08 -0.92 -0.947
N 1.26 -0.25 0.48 -0.680
C 1.66 -0.94 -0.76 0.076
O 1.73 -2.33 -0.42 -0.782
H -0.50 -1.06 1.43 0.164
H -0.68 -0.74 -0.16 0.263
H -1.50 1.23 1.74 0.159
H -0.14 1.87 0.86 0.160
H -2.58 1.88 -0.26 0.095
H -1.05 1.72 -1.33 0.067
H 1.69 0.67 0.49 0.355
H 2.67 -0.69 -1.05 0.145
H 0.86 -1.10 -1.56 0.179
H 1.55 -2.43 0.56 0.471
```

***

Stability, lowest: model b

***

Model a:
DFT (ωB97M-V/def2-TZVPD) results for 2 unconnected molecules or ions with the total composition C3H8S2.

The net charge is 0. The HOMO energy (spin up / spin down) is -7.87 / -7.29 eV. As for the spin multiplicity: 1. The LUMO energy (spin up / spin down) comes out at 0.585 / 0.029 eV.

```
13
Properties=species:S:1:pos:R:3:nbo_charge:R:1
C -2.26 -0.21 0.00 -0.669
C 1.47 1.19 0.07 -0.572
C -0.81 -0.48 -0.42 -0.296
S 2.74 -0.02 -0.12 0.065
S -0.16 -1.88 0.37 -0.016
H -2.57 -1.03 0.64 0.213
H -2.15 0.63 0.61 0.226
H -2.93 -0.03 -0.76 0.214
H 1.33 1.52 -1.03 0.184
H 1.50 2.03 0.68 0.193
H -0.62 -0.32 -1.44 0.176
H 3.20 0.19 1.17 0.142
H 1.25 -1.59 0.21 0.140
```

***

Model b:
DFT (ωB97M-V/def2-TZVPD) results for 2 unconnected molecules or ions with the total composition C3H8S2.

The net charge is 0. The HOMO energy is -9.05 eV. Its structure (SMILES) is C=C.CSS. As for the spin multiplicity: 1. The LUMO energy comes out at 0.576 eV.

```
13
Properties=species:S:1:pos:R:3:nbo_charge:R:1
C 0.64 2.12 1.14 -0.391
C 0.28 2.84 0.08 -0.370
H 1.28 2.38 1.97 0.199
H 0.58 1.04 1.02 0.170
H 0.36 3.92 0.01 0.193
H -0.07 2.33 -0.81 0.197
C 0.12 -1.97 0.27 -0.746
S -1.14 -1.03 -0.62 0.103
S -2.11 -2.50 -1.76 -0.147
H 0.56 -1.19 0.89 0.223
H 0.91 -2.38 -0.37 0.219
H -0.24 -2.79 0.89 0.226
H -1.18 -2.78 -2.71 0.124
```

***

Model c:
DFT (ωB97M-V/def2-TZVPD) results for a molecular structure, C3H8S2.

The net charge is 0. The HOMO energy is -8.56 eV. As for the spin multiplicity: 1. The LUMO energy comes out at 0.471 eV.

```
13
Properties=species:S:1:pos:R:3:nbo_charge:R:1
C 2.08 -1.10 0.96 -0.745
C 0.54 0.51 0.09 -0.707
C -2.05 0.46 0.19 -0.844
H 2.09 -2.08 1.61 0.232
H 3.07 -0.75 0.54 0.236
H 1.64 -0.56 1.77 0.212
H 1.57 0.79 -0.17 0.236
H 0.16 0.39 1.32 0.240
H -3.27 0.72 0.09 0.249
H -2.22 -0.70 -0.27 0.245
H -2.06 0.49 1.58 0.247
S 0.44 -1.28 0.01 0.168
S -0.71 1.44 -0.88 0.230
```

***

Stability, lowest: model c

***

Model a:
DFT (ωB97M-V/def2-TZVPD) results for 2 unconnected molecules or ions with the total composition C4H10N.

The net charge is +2. The HOMO energy (spin up / spin down) is -20.71 / -20.61 eV. As for the spin multiplicity: 2. As for the expectation value of S²: 0.76. The LUMO energy (spin up / spin down) comes out at -11.502 / -13.654 eV.

```
15
Properties=species:S:1:pos:R:3:nbo_charge:R:1
C -0.83 -0.06 -0.27 -0.019
C 0.64 0.15 -0.46 -0.565
C 1.09 -1.27 -0.08 0.096
C 1.61 -1.62 1.15 0.016
N -1.67 1.95 -0.22 -0.817
H -1.50 -0.52 -0.98 0.270
H -1.22 -0.18 0.73 0.229
H 1.06 0.48 -1.41 0.312
H 0.99 0.89 0.25 0.285
H 1.37 -1.83 -0.97 0.305
H 1.65 -2.64 1.54 0.287
H 2.04 -0.93 1.88 0.279
H -2.36 2.20 -0.93 0.439
H -2.10 1.30 0.42 0.443
H -0.77 2.08 -0.65 0.439
```

***

Model b:
DFT (ωB97M-V/def2-TZVPD) results for a gas-phase ion, C4H10N (charge +2).

The net charge is +2. The HOMO energy (spin up / spin down) is -21.18 / -21.10 eV. As for the spin multiplicity: 2. As for the expectation value of S²: 0.75. The LUMO energy (spin up / spin down) comes out at -10.685 / -14.661 eV.

```
15
Properties=species:S:1:pos:R:3:nbo_charge:R:1
C 0.10 -1.53 -1.05 -0.598
C -0.72 -0.26 -0.64 -0.556
C 0.04 0.69 0.17 0.431
C 1.10 1.49 -0.17 -0.027
N -0.31 0.43 1.70 -0.730
H -0.52 -2.44 -1.10 0.316
H 0.24 -1.44 -2.13 0.283
H 1.00 -1.67 -0.43 0.242
H -1.12 0.28 -1.55 0.352
H -1.75 -0.34 -0.17 0.280
H 1.57 1.42 -1.13 0.289
H 1.71 2.08 0.51 0.272
H -0.23 -0.54 2.01 0.495
H -1.29 0.75 1.66 0.478
H 0.19 1.09 2.31 0.474
```

***

Stability, lowest: model a

***

Model a:
DFT (ωB97M-V/def2-TZVPD) results for C16H16N2O4 in the gas phase.

The net charge is 0. The HOMO energy is -7.39 eV. Its structure (SMILES) is COc1cccc(NC(=O)Nc2cc(C(=O)O)ccc2C)c1. As for the spin multiplicity: 1. The LUMO energy comes out at -0.629 eV.

```
38
Properties=species:S:1:pos:R:3:nbo_charge:R:1
C -1.64 3.05 -3.09 -0.253
H -1.91 3.47 -4.01 0.200
O -1.18 3.93 -2.11 -0.483
C -0.76 3.66 -1.00 0.387
C -0.50 2.36 -0.79 -0.400
C -0.17 2.18 0.65 0.261
C -0.01 3.25 1.53 -0.344
C 0.11 4.48 1.15 -0.162
C -0.39 4.80 -0.10 -0.325
H -0.65 5.73 -0.45 0.212
H 0.27 5.34 2.05 0.219
H 0.69 3.04 2.62 0.229
N 0.12 0.74 0.83 -0.707
C 0.53 0.22 2.31 0.850
O 0.85 0.84 3.18 -0.555
N 0.58 -1.06 2.17 -0.638
C 0.50 -2.02 0.91 0.080
C -0.36 -3.02 1.07 -0.162
C -0.30 -4.02 0.09 -0.179
C 0.26 -3.66 -1.05 -0.174
C 1.33 -2.60 -1.22 -0.164
C 1.30 -1.65 0.04 0.010
C 2.42 -0.68 -0.04 -0.661
H 1.91 0.26 -0.57 0.266
H 3.03 -0.39 0.90 0.247
H 3.32 -1.13 -0.69 0.226
H 1.78 -2.50 -2.24 0.239
H 0.33 -4.39 -1.84 0.231
C -1.43 -4.99 0.05 0.760
O -1.58 -5.87 -0.88 -0.598
O -1.86 -5.22 1.31 -0.657
H -2.43 -5.96 1.11 0.502
H -0.85 -3.26 2.04 0.254
H 0.71 -1.56 2.93 0.381
H -0.19 0.15 0.25 0.351
H -0.75 1.55 -1.03 0.181
H -0.52 2.46 -3.45 0.176
H -2.59 2.44 -2.64 0.199
```

***

Model b:
DFT (ωB97M-V/def2-TZVPD) results for 2 unconnected molecules or ions with the total composition C16H16N2O4.

The net charge is 0. The HOMO energy is -9.60 eV. Its structure (SMILES) is [H]/N=C(\C)CC1=C(C)C(=O)C=C(N)C1=O.O=C1C=CC(=O)C=C1. As for the spin multiplicity: 1. The LUMO energy comes out at -1.235 eV.

```
38
Properties=species:S:1:pos:R:3:nbo_charge:R:1
C 3.72 -2.06 -0.12 -0.691
C 3.59 -1.62 -1.58 0.328
N 4.51 -0.96 -2.13 -0.616
C 2.36 -1.91 -2.41 -0.526
C 1.04 -1.83 -1.67 -0.069
C 0.62 -0.79 -0.95 -0.014
C 1.44 0.47 -0.79 -0.663
C -0.72 -0.83 -0.25 0.518
O -1.08 0.11 0.42 -0.546
C -1.62 -2.02 -0.33 -0.323
C -1.21 -3.05 -1.07 0.122
N -2.02 -4.19 -1.17 -0.794
C 0.11 -3.01 -1.79 0.569
O 0.37 -3.94 -2.48 -0.533
H 4.67 -1.71 0.29 0.219
H 2.93 -1.65 0.52 0.227
H 3.74 -3.16 -0.03 0.231
H 5.28 -0.84 -1.47 0.327
H 2.45 -2.95 -2.77 0.262
H 2.32 -1.30 -3.33 0.259
H 1.96 0.54 0.17 0.234
H 2.16 0.53 -1.61 0.234
H 0.77 1.34 -0.91 0.247
H -2.55 -2.02 0.23 0.232
H -1.53 -4.93 -1.66 0.390
H -2.19 -4.54 -0.23 0.380
C -2.54 5.27 2.04 -0.234
C -2.91 4.85 3.25 -0.230
C -2.99 3.40 3.56 0.475
O -3.33 3.02 4.66 -0.494
C -2.64 2.45 2.48 -0.225
C -2.28 2.87 1.28 -0.235
C -2.20 4.32 0.96 0.486
O -1.86 4.70 -0.14 -0.494
H -2.48 6.33 1.79 0.230
H -3.16 5.53 4.05 0.231
H -2.71 1.40 2.73 0.235
H -2.02 2.19 0.48 0.252
```

***

Stability, lowest: model a

***

Model a:
DFT (ωB97M-V/def2-TZVPD) results for a gas-phase ion, C7H9N2O4 (charge -1).

The net charge is -1. The HOMO energy is -4.69 eV. Its structure (SMILES) is Cc1onc(N)c1[C@@](C)(O)C(=O)[O-]. As for the spin multiplicity: 1. The LUMO energy comes out at 3.738 eV.

```
22
Properties=species:S:1:pos:R:3:nbo_charge:R:1
C 0.73 -0.23 0.55 -0.217
C 1.27 1.01 0.69 0.356
C 1.86 -1.06 0.58 0.340
C -1.70 -0.08 1.23 0.772
C 0.61 2.38 0.65 -0.687
C -1.05 -0.12 -1.18 -0.619
C -0.66 -0.65 0.15 0.097
N 2.99 -0.43 0.80 -0.246
N 1.81 -2.36 0.23 -0.805
O -2.17 -0.95 2.00 -0.750
O -2.01 1.12 1.14 -0.756
O 2.59 0.88 0.86 -0.320
O -0.79 -2.04 0.31 -0.810
H 1.45 3.16 0.84 0.209
H 0.24 2.48 -0.41 0.228
H -0.25 2.35 1.40 0.292
H -1.82 -0.80 -1.77 0.210
H -0.17 -0.17 -1.91 0.190
H -1.48 0.87 -1.19 0.236
H 1.05 -2.89 0.41 0.408
H 2.61 -2.95 0.15 0.366
H -1.55 -2.09 1.16 0.505
```

***

Model b:
DFT (ωB97M-V/def2-TZVPD) results for a gas-phase ion, C7H9N2O4 (charge -1).

The net charge is -1. The HOMO energy is -3.98 eV. Its structure (SMILES) is COC1(OC)N=CC(C=O)=C([O-])N1. As for the spin multiplicity: 1. The LUMO energy comes out at 3.455 eV.

```
22
Properties=species:S:1:pos:R:3:nbo_charge:R:1
C 1.36 1.33 -0.52 0.115
C 1.89 0.92 -1.79 -0.464
C 0.91 -0.07 -2.45 0.677
C 3.00 1.59 -2.30 0.374
C -0.67 -0.08 -0.52 0.768
C -2.50 0.35 0.81 -0.281
C 0.67 -1.76 0.32 -0.262
N 0.29 0.93 0.18 -0.631
N -0.32 -0.09 -1.89 -0.663
O 3.50 1.47 -3.40 -0.639
O 1.09 -0.67 -3.48 -0.638
O -1.97 0.40 -0.50 -0.534
O -0.57 -1.32 0.10 -0.553
H 1.88 2.00 0.15 0.177
H 3.38 2.37 -1.58 0.071
H -3.30 1.15 0.89 0.181
H -1.50 0.33 1.45 0.228
H -2.98 -0.62 1.06 0.159
H 1.00 -2.69 -0.24 0.159
H 1.00 -2.03 1.36 0.161
H 1.46 -1.06 0.09 0.207
H -1.04 -0.62 -2.41 0.389
```

***

Stability, lowest: model b